Record 1
Below is the molecule C5H9N2P in a non-equilibrium geometry, with properties calculated with ωB97M-V/def2-TZVPD.

- multiplicity = 1
- HOMO level (eV) = -7.95
- energy relative to the best compared isomer or geometry (same formula, charge and spin) (kcal/mol) = 62.1

The geometry in XYZ format:
```
17
Properties=species:S:1:pos:R:3:forces:R:3:mulliken_charge:R:1
C 0.038895 0.927146 -0.597991 -0.12 -3.24 -0.33 0.632
C 1.800568 1.641036 0.736727 1.54 -0.02 2.09 -0.241
C 0.734386 -1.081494 -0.534320 0.02 4.09 0.18 -0.475
C -1.375959 0.799781 -1.207088 1.84 -0.79 2.41 -1.146
C -0.014533 -1.579022 0.692737 1.57 -1.16 -0.25 -0.755
N 0.606351 1.829978 0.016419 -2.42 -0.07 -1.12 -0.472
N 2.684328 0.701301 0.191654 1.30 -1.26 -1.07 -0.279
P 2.510304 -0.636691 -0.636652 -0.67 1.01 0.91 -0.046
H 2.309818 2.663113 0.858558 -0.69 -1.54 0.03 0.247
H 1.518004 1.189686 1.748914 0.18 1.21 -0.84 0.232
H 0.348491 -1.393999 -1.494039 -0.17 -0.55 -0.06 0.481
H -1.998567 1.218771 -0.450107 -0.84 0.45 0.37 0.295
H -1.665557 -0.240947 -1.345759 0.23 0.11 -0.11 0.291
H -1.457036 1.337843 -2.078439 -0.22 1.24 -2.10 0.407
H 0.372437 -1.190708 1.692590 -0.46 -0.61 -1.43 0.217
H 0.128453 -2.701053 0.570121 -0.43 1.10 0.98 0.295
H -1.055546 -1.358400 0.555168 -0.65 0.02 0.33 0.318
```
Positions in Å, forces in eV/Å.

=====

Record 2
Below is a cluster of 2 separate species, C4H7NO in total in a non-equilibrium geometry, with properties calculated with ωB97M-V/def2-TZVPD.

- multiplicity = 1
- HOMO level (eV) = -7.25
- energy relative to the best compared isomer or geometry (same formula, charge and spin) (kcal/mol) = 79.5

The geometry in XYZ format:
```
13
Properties=species:S:1:pos:R:3:forces:R:3:mulliken_charge:R:1
C -1.521142 -0.125345 -0.439255 0.19 0.19 0.19 -1.186
C -0.498478 -0.237670 0.647465 -0.29 -0.90 0.14 -0.195
N 0.728343 -0.750024 0.352409 0.25 1.17 0.19 -0.101
C 1.465299 -0.346824 -0.699628 -0.13 -0.63 -0.17 -0.554
C 0.476882 1.724523 0.476318 0.85 1.33 1.70 0.167
O 0.858368 2.334320 1.389489 -0.71 -1.12 -1.71 -0.308
H -1.738420 -1.093160 -0.871058 -0.08 -0.44 -0.18 0.300
H -1.195754 0.521069 -1.239509 0.20 0.29 -0.29 0.328
H -2.454281 0.279948 -0.064773 -0.08 0.08 0.20 0.360
H -0.860547 -0.509915 1.634968 0.10 -0.06 -0.08 0.443
H 1.267978 -1.042138 1.164522 -0.16 0.05 -0.26 0.242
H 0.958491 -0.133089 -1.632015 0.08 0.07 0.24 0.233
H 2.513265 -0.621696 -0.718928 -0.20 -0.03 0.05 0.271
```
Positions in Å, forces in eV/Å.

=====

Record 3
Below is the molecule CH2IPS in a non-equilibrium geometry, with properties calculated with ωB97M-V/def2-TZVPD.

- multiplicity = 1
- HOMO level (eV) = -9.24
- energy relative to the best compared isomer or geometry (same formula, charge and spin) (kcal/mol) = 0.0
- structure (SMILES) = S=PCI

The geometry in XYZ format:
```
6
Properties=species:S:1:pos:R:3:forces:R:3:mulliken_charge:R:1
S -0.589506 2.332849 -1.030487 0.70 -1.02 0.17 -0.242
P 0.680550 0.854237 -0.973590 -0.43 0.33 -0.38 0.268
C -0.065494 -0.340741 0.232319 -0.93 -2.07 -0.37 -0.764
I 1.237487 -2.123802 0.878177 -0.52 1.57 -0.27 0.014
H -0.357148 0.349916 1.038401 -0.12 -1.02 0.27 0.364
H -0.905888 -1.072459 -0.144819 1.29 2.21 0.57 0.359
```
Positions in Å, forces in eV/Å.

=====

Record 4
Below is the molecule C16H19F3N4O4, with properties calculated with ωB97M-V/def2-TZVPD.

- multiplicity = 1
- HOMO level (eV) = -8.83
- energy relative to the best compared isomer or geometry (same formula, charge and spin) (kcal/mol) = 2.1
- structure (SMILES) = COCCNC(=O)C(=O)N/N=C(\C)CC(=O)Nc1cccc(C(F)(F)F)c1

The geometry in XYZ format:
```
46
Properties=species:S:1:pos:R:3:forces:R:3:mulliken_charge:R:1
C 7.164266 -2.039753 -3.397212 0.02 -0.02 -0.08 -0.714
O 6.578387 -1.622992 -2.190031 -0.15 0.08 0.28 -0.301
C 5.178753 -1.521157 -2.262114 -0.12 0.04 0.06 -0.320
C 4.663119 -1.117239 -0.877412 0.44 -0.29 -0.10 -0.780
N 3.246123 -0.866883 -0.888875 -0.11 0.32 -0.31 -0.076
C 2.332868 -1.687814 -0.363320 0.21 0.00 0.01 0.631
O 2.545448 -2.722631 0.243680 0.04 -0.09 0.03 -0.690
C 0.908052 -1.176372 -0.597040 -0.29 0.35 -0.09 0.584
O 0.679684 -0.114539 -1.154336 0.04 -0.12 0.11 -0.703
N 0.013208 -2.036848 -0.085870 0.29 -0.63 -0.22 0.022
N -1.346147 -1.902994 0.026669 -0.52 0.02 0.44 -1.022
C -2.076619 -1.562091 -0.965432 0.49 -0.12 -0.16 1.295
C -1.618093 -1.343228 -2.363935 0.18 0.10 -0.12 -1.511
C -3.520068 -1.341631 -0.639763 -0.25 0.17 0.07 -1.210
C -3.726749 0.030798 0.027052 0.19 -0.54 -0.06 0.703
O -4.505727 0.842968 -0.403942 -0.32 0.34 -0.14 -0.631
N -2.954992 0.163196 1.136609 0.23 -0.29 0.16 -0.028
C -2.844206 1.251275 1.995924 -0.11 0.47 0.20 0.795
C -1.860494 1.207325 2.984859 -0.08 0.02 -0.08 -0.705
C -1.711775 2.252643 3.874215 -0.02 0.00 -0.04 -0.654
C -2.539659 3.360437 3.799090 -0.16 0.09 -0.10 -0.802
C -3.520040 3.398634 2.818014 0.10 -0.03 0.14 -0.196
C -4.417966 4.597751 2.697017 -0.15 0.31 -0.05 1.023
F -4.465934 5.332320 3.820231 0.15 -0.06 0.23 -0.282
F -4.014005 5.436467 1.722571 0.15 -0.05 -0.14 -0.253
F -5.686224 4.270704 2.406589 -0.08 -0.24 -0.07 -0.260
C -3.681294 2.360235 1.912639 -0.04 0.06 0.00 -0.462
H 6.801628 -3.031455 -3.694071 0.03 0.02 0.00 0.298
H 6.953844 -1.330937 -4.207811 0.02 -0.02 0.02 0.296
H 8.236665 -2.082713 -3.221339 0.00 -0.03 -0.10 0.249
H 4.887659 -0.762431 -3.008470 0.00 -0.09 0.06 0.325
H 4.734485 -2.482950 -2.562729 0.00 0.11 0.02 0.311
H 4.851243 -1.926900 -0.169335 0.04 0.14 -0.04 0.293
H 5.199375 -0.223187 -0.549772 -0.04 -0.08 0.03 0.308
H 2.885352 -0.051307 -1.370051 -0.07 -0.13 0.13 0.251
H 0.411176 -2.784686 0.480366 -0.08 0.26 -0.17 0.367
H -0.897564 -2.112379 -2.645299 0.05 0.00 -0.02 0.369
H -1.099276 -0.384226 -2.431296 -0.04 -0.05 -0.04 0.327
H -2.450611 -1.346871 -3.060333 -0.06 -0.08 -0.01 0.408
H -4.140825 -1.374883 -1.532849 0.03 0.05 0.11 0.364
H -3.861229 -2.094964 0.072642 0.04 -0.04 -0.04 0.385
H -2.299183 -0.598420 1.298135 -0.18 0.15 -0.07 0.150
H -1.211289 0.345883 3.048042 0.08 -0.11 0.01 0.415
H -0.945864 2.207278 4.632697 0.08 -0.03 0.07 0.389
H -2.430686 4.179202 4.492206 0.00 0.06 0.06 0.453
H -4.444816 2.407366 1.153388 -0.01 -0.02 0.00 0.589
```
Positions in Å, forces in eV/Å.

=====

Record 5
Below is a structure of composition C36H31FN2OPdS2Te in a non-equilibrium geometry, with properties calculated with ωB97M-V/def2-TZVPD.

- multiplicity = 2
- HOMO level (alpha / beta) (eV) = -4.52 / -4.45
- <S²> = 0.78
- energy relative to the best compared isomer or geometry (same formula, charge and spin) (kcal/mol) = 29.9
- net charge = -1

The geometry in XYZ format:
```
75
Properties=species:S:1:pos:R:3:forces:R:3:mulliken_charge:R:1
Pd -0.227478 -0.493816 0.533710 0.01 -0.05 -1.01 -0.067
S 0.857757 0.121415 -1.671245 -0.38 0.36 0.56 -0.350
C -0.084578 1.573393 -1.485132 0.23 -0.40 0.22 0.427
N -0.790973 1.803262 -0.420677 -0.40 0.82 0.10 -0.014
C -1.421745 3.046561 -0.471878 0.17 -0.64 0.11 -0.629
C -2.234642 3.566352 0.532869 -0.11 0.08 0.06 -0.467
C -2.805255 4.815310 0.352347 0.08 -0.03 -0.08 -0.538
C -2.576959 5.551203 -0.820586 0.06 -0.21 0.07 -0.412
C -1.770914 5.037800 -1.826804 0.00 -0.07 0.08 -0.494
C -1.195692 3.780254 -1.638814 -0.08 0.24 -0.08 0.846
S -0.150291 2.857670 -2.669749 0.20 0.13 -0.49 -0.335
H -2.408427 2.974169 1.425337 0.02 0.06 -0.07 0.450
H -3.436416 5.227519 1.131566 0.01 0.01 -0.06 0.360
H -3.037857 6.524036 -0.942979 0.03 -0.02 -0.01 0.350
H -1.594662 5.602747 -2.735180 0.00 -0.04 0.04 0.353
C 2.767074 -9.283598 -0.505961 0.00 0.02 0.02 -1.507
C 2.062013 -7.952086 -0.401315 0.03 -0.02 -0.04 0.655
C 2.529288 -6.833836 -1.078025 -0.05 0.10 0.02 -0.969
C 1.884179 -5.598901 -0.982363 0.18 -0.08 -0.06 0.906
C 2.471474 -4.440158 -1.766870 -0.05 -0.04 0.08 -1.621
C 0.738516 -5.462012 -0.177071 0.24 0.09 -0.23 -0.330
Te -0.248725 -3.525276 -0.154574 0.05 -1.16 -0.07 0.837
N -1.908697 -1.659205 -0.025405 -1.08 0.49 0.94 -1.126
C -2.716714 -1.345583 0.975461 -0.01 0.02 -0.69 1.305
O -2.329748 -0.486443 1.817898 0.34 -0.05 0.34 -0.745
C -4.082164 -1.959419 1.131535 0.22 0.18 -0.08 0.155
C -4.475277 -3.060643 0.384627 -0.16 -0.13 -0.08 -0.074
C -5.732030 -3.623249 0.583264 0.08 0.09 0.01 -0.732
C -6.604047 -3.074360 1.517814 0.10 0.07 0.00 -0.360
C -6.212735 -1.963987 2.261196 0.19 -0.02 -0.10 -0.582
C -4.948315 -1.413944 2.071161 -0.23 -0.07 0.11 -0.367
C -0.177933 -3.542108 1.971712 0.10 0.04 -0.06 0.969
C -1.362602 -3.524971 2.703121 -0.01 -0.07 0.08 -0.518
C -1.353645 -3.565130 4.091308 0.09 0.01 -0.10 -0.817
C -0.138874 -3.652885 4.757418 0.02 0.01 -0.04 -0.883
C 1.043106 -3.671999 4.030506 -0.01 0.00 -0.04 -0.489
C 1.060518 -3.595516 2.635202 -0.09 0.04 0.16 0.611
C 2.401769 -3.549752 1.944489 -0.11 -0.03 0.03 -1.489
C 0.227919 -6.595493 0.474797 0.09 -0.17 -0.03 1.344
C -1.043484 -6.605163 1.295795 0.01 0.03 -0.03 -1.713
C 0.910087 -7.810499 0.358543 -0.13 -0.02 0.07 -0.820
H 3.662177 -9.211726 -1.126228 -0.04 0.04 0.02 0.350
H 2.121944 -10.047484 -0.947300 -0.03 0.05 0.01 0.327
H 3.073175 -9.650101 0.476916 -0.02 0.03 -0.01 0.322
H 3.420794 -6.916318 -1.695906 -0.06 -0.01 0.04 0.215
H 3.382992 -4.748848 -2.283124 -0.04 -0.03 0.04 0.378
H 2.716768 -3.594012 -1.120255 -0.04 -0.05 0.02 0.216
H 1.781938 -4.056743 -2.523977 -0.03 -0.05 0.07 0.330
H -3.791798 -3.473026 -0.348675 0.02 -0.01 0.02 0.418
H -6.028214 -4.488808 0.003329 -0.02 0.01 0.01 0.399
H -7.585621 -3.509529 1.665600 0.03 0.00 0.00 0.374
H -6.885753 -1.528795 2.991355 0.01 -0.03 -0.03 0.388
H -4.608317 -0.562834 2.648092 -0.01 -0.02 -0.03 0.432
H -2.316141 -3.502164 2.187331 0.12 -0.01 0.02 0.399
H -2.289496 -3.532205 4.636976 0.04 -0.02 -0.01 0.464
H -0.108502 -3.695873 5.840725 0.00 0.00 -0.04 0.371
H 1.994742 -3.721129 4.550924 -0.06 0.02 0.01 0.379
H 3.187008 -3.318302 2.666640 -0.05 -0.03 0.00 0.492
H 2.426739 -2.778627 1.174029 -0.10 0.05 -0.04 0.000
H 2.642011 -4.502331 1.464795 -0.04 0.02 0.02 0.235
H -1.749216 -5.830539 0.997302 0.09 0.05 -0.10 0.164
H -0.842157 -6.450875 2.358993 0.06 0.03 -0.02 0.286
H -1.543851 -7.570832 1.186290 0.06 0.02 0.04 0.538
H 0.508513 -8.681821 0.875506 0.03 0.07 -0.05 0.384
F 3.998551 0.442020 4.693389 0.06 0.02 0.00 -0.379
C 3.076628 0.284565 3.703371 0.11 0.04 -0.03 0.400
C 3.449287 0.539722 2.397885 -0.19 -0.05 -0.12 -0.579
C 2.496714 0.366880 1.391373 0.24 -0.01 0.31 -0.150
C 1.213514 -0.060105 1.719520 0.36 0.39 -0.26 -0.175
C 0.864102 -0.282495 3.034132 0.15 -0.06 0.62 -0.189
C 1.808473 -0.118057 4.049306 -0.29 -0.07 -0.06 -0.634
H 4.460070 0.864700 2.182213 -0.04 -0.01 -0.02 0.427
H 2.755377 0.555535 0.360799 0.03 0.02 -0.06 0.397
H -0.144503 -0.604188 3.282036 -0.01 0.01 0.00 0.475
H 1.564902 -0.301992 5.088464 0.00 0.00 -0.03 0.425
```
Positions in Å, forces in eV/Å.

=====

Record 6
Below is a structure of composition C3H7NO2S in a non-equilibrium geometry, with properties calculated with ωB97M-V/def2-TZVPD.

- multiplicity = 1
- HOMO level (eV) = -9.84
- energy relative to the best compared isomer or geometry (same formula, charge and spin) (kcal/mol) = 109.3

The geometry in XYZ format:
```
14
Properties=species:S:1:pos:R:3:forces:R:3:mulliken_charge:R:1
C 0.529940 -1.404916 0.332465 -0.83 -0.12 1.08 -0.948
C -0.034621 -0.483957 -0.471908 -1.66 -0.87 -0.93 0.518
C -0.914670 0.522781 0.115473 -3.60 -1.77 -2.60 -1.478
N 1.578874 1.048309 -1.069355 -0.38 3.45 0.66 -0.570
O 2.178675 0.641191 1.416276 -0.11 -0.58 -1.73 -0.499
O 2.960324 -0.836512 -0.460575 1.00 -0.53 0.09 -0.512
S 2.138906 0.200743 0.030196 0.55 1.24 1.53 1.007
H 0.317026 -1.496328 1.444977 0.42 0.35 -1.71 0.267
H 1.158575 -2.070085 -0.170879 0.52 -1.62 -0.01 0.421
H 0.022667 -0.458788 -1.605081 0.08 -0.62 1.78 0.272
H -0.965170 1.372068 -0.471359 0.27 2.05 -1.00 0.517
H -0.720990 0.723324 1.082169 0.68 0.71 3.35 0.408
H -2.023703 0.201630 0.013532 1.64 -0.05 0.42 0.313
H 1.038951 1.877542 -0.629612 1.42 -1.63 -0.94 0.287
```
Positions in Å, forces in eV/Å.

=====

no.,E (eV)
1,-17596.387
2,-7796.195
3,-29293.107
4,-39204.078
5,-78024.445
6,-19640.866